a) CH5INP | ωB97M-V/def2-TZVPD

```
9
CH5INP (ωB97M-V/def2-TZVPD)
C -0.53 -0.88 -0.57
N 0.75 1.60 0.89
P 1.37 0.99 -0.58
I 3.42 -0.36 -0.10
H -0.02 -1.46 0.24
H -0.43 -1.37 -1.48
H -1.51 -0.46 -0.46
H 0.77 2.62 0.93
H 0.15 0.99 1.38
```

Properties
Charge   0


b) CH5INP | ωB97M-V/def2-TZVPD

```
9
CH5INP (ωB97M-V/def2-TZVPD)
C -0.07 0.98 -0.35
P -0.94 -0.55 -0.78
N -0.37 -1.49 0.57
I -3.21 0.09 0.00
H -0.36 1.32 0.72
H -0.25 1.78 -1.02
H 1.06 0.88 -0.43
H -0.39 -2.47 0.36
H -0.55 -1.36 1.49
```

Properties
Structure (SMILES)   CP(N)I
Charge   0


c) CH5INP | ωB97M-V/def2-TZVPD

```
9
CH5INP (ωB97M-V/def2-TZVPD)
C 0.85 -0.86 -0.05
N 0.28 0.31 -0.68
P -1.66 0.80 0.54
I -0.29 0.03 -2.61
H 0.29 -1.69 0.23
H 1.75 -1.19 -0.42
H 1.06 -0.47 1.01
H -0.79 0.98 1.58
H -1.50 2.08 0.40
```

Properties
Charge   0


d) CH5INP | ωB97M-V/def2-TZVPD

```
9
CH5INP (ωB97M-V/def2-TZVPD)
C 1.00 0.22 0.68
N 0.41 -1.07 0.35
P -1.87 -0.75 -0.99
I -1.44 1.43 -1.84
H 0.80 0.89 -0.20
H 0.79 0.68 1.68
H 2.02 0.13 0.69
H 1.00 -1.13 -0.44
H -2.71 -0.40 0.07
```

Properties
Charge   0


Most stable = b)


a) C5H9N2 | ωB97M-V/def2-TZVPD

```
16
C5H9N2 (ωB97M-V/def2-TZVPD)
C -1.68 0.99 0.12
C -1.99 -1.02 -0.06
C 1.84 -0.69 0.08
C 1.92 0.75 -0.08
C -0.58 0.10 -0.41
N -2.71 0.25 0.24
N 0.63 0.14 0.28
H -1.75 2.06 0.26
H -2.42 -1.66 -0.86
H -1.72 -1.60 0.90
H 2.03 -1.18 -0.79
H 2.12 -1.20 0.98
H 2.41 1.30 0.74
H 1.88 1.16 -1.15
H -0.49 0.20 -1.56
H 0.50 0.38 1.30
```

Properties
Charge   +1


b) C5H9N2 | ωB97M-V/def2-TZVPD

```
16
C5H9N2 (ωB97M-V/def2-TZVPD)
C 3.55 -0.21 0.00
C 2.15 0.06 0.09
C 0.94 0.16 0.08
C -0.48 0.35 -0.06
N -0.94 1.56 -0.06
N -1.32 -0.68 -0.17
C -2.79 -0.58 0.09
H 4.00 -0.50 -0.92
H 3.34 -1.18 0.56
H 4.12 0.52 0.68
H -0.34 2.30 -0.30
H -1.87 1.68 -0.46
H -0.92 -1.61 -0.11
H -3.03 -1.66 0.21
H -3.42 -0.17 -0.68
H -3.00 -0.04 1.05
```

Properties
Structure (SMILES)   CC#C/C(N)=[NH+]/C
Charge   +1


Most stable = b)


a) C5H9N2 | ωB97M-V/def2-TZVPD

```
16
C5H9N2 (ωB97M-V/def2-TZVPD)
C -0.17 0.32 0.31
C -1.62 -1.17 -0.86
C 2.30 0.01 -0.11
C 3.68 -0.32 0.17
C -2.60 0.59 0.39
N 1.10 0.00 0.06
N -1.45 -0.15 -0.06
H -0.22 1.22 0.93
H -2.65 -1.22 -1.30
H -0.73 -1.56 -1.23
H 3.91 -1.34 -0.26
H 4.07 -0.10 1.16
H 4.31 0.33 -0.49
H -3.04 1.01 -0.50
H -3.20 -0.20 0.76
H -2.21 1.37 1.09
```

Properties
Charge   +1


b) C5H9N2 | ωB97M-V/def2-TZVPD

```
16
C5H9N2 (ωB97M-V/def2-TZVPD)
C -2.98 -0.63 -0.08
C -2.02 0.43 -0.60
N -0.92 0.77 -0.07
N -0.27 1.26 0.84
C 1.03 0.82 1.02
C 1.57 0.17 0.00
C 2.96 -0.41 -0.10
H -2.88 -0.88 0.94
H -4.10 -0.26 -0.16
H -3.00 -1.50 -0.68
H -2.20 0.67 -1.70
H 1.57 1.13 1.88
H 0.99 0.01 -0.94
H 3.38 -0.45 -1.14
H 3.14 -1.32 0.30
H 3.72 0.21 0.48
```

Properties
Structure (SMILES)   CC=[N+]=N/C=C/C
Charge   +1


Most stable = b)


a) C5H9N2 | ωB97M-V/def2-TZVPD

```
16
C5H9N2 (ωB97M-V/def2-TZVPD)
C 0.66 0.01 1.92
N 1.03 -0.13 0.55
C 0.27 1.03 -0.58
N 0.44 2.27 -0.75
C -0.01 -0.33 -0.43
C -1.30 -1.12 -0.44
C -0.24 -1.46 -1.41
H 1.35 0.69 2.42
H 0.78 -0.98 2.37
H -0.37 0.34 2.08
H -0.10 2.78 -1.46
H 1.13 2.80 -0.22
H -2.20 -0.62 -0.77
H -1.44 -1.77 0.42
H 0.37 -2.33 -1.25
H -0.37 -1.19 -2.45
```

Properties
Structure (SMILES)   CN1C(=[NH2+])C12CC2
Charge   +1


b) C5H9N2 | ωB97M-V/def2-TZVPD

```
16
C5H9N2 (ωB97M-V/def2-TZVPD)
C 2.51 0.10 0.41
N 1.41 -0.58 0.38
C 0.40 -0.24 -0.56
C -0.33 1.09 -0.22
C -1.54 0.81 0.46
N -1.71 -0.49 0.48
C -0.80 -1.29 -0.28
H 3.38 -0.11 0.98
H 2.63 0.91 -0.27
H 0.75 -0.20 -1.55
H 0.25 1.79 0.27
H -0.55 1.51 -1.12
H -2.27 1.53 0.86
H -2.52 -0.99 0.90
H -1.38 -1.79 -1.10
H -0.23 -2.07 0.36
```

Properties
Structure (SMILES)   C=N[C@@H]1CC=[NH+]C1
Charge   +1


c) C5H9N2 | ωB97M-V/def2-TZVPD

```
16
C5H9N2 (ωB97M-V/def2-TZVPD)
C -0.98 -2.06 -1.26
C -1.27 -0.98 -2.00
C 0.80 -0.25 1.22
C 0.01 -1.03 -1.33
C -0.11 1.63 -0.09
N 0.22 0.29 0.20
N 1.12 0.44 2.32
H -1.23 -2.98 -0.90
H -1.89 -0.48 -2.68
H 1.14 -1.22 1.19
H 0.99 -0.96 -1.65
H -0.23 1.88 -1.13
H -1.03 2.06 0.35
H 0.55 2.37 0.21
H 1.22 -0.04 3.17
H 0.70 1.34 2.39
```

Properties
Charge   +1


Most stable = b)


a) C4H4N3 | ωB97M-V/def2-TZVPD

```
11
C4H4N3 (ωB97M-V/def2-TZVPD)
C 2.21 0.00 0.13
C -1.13 -0.72 0.02
C -1.13 0.65 0.03
C 0.19 -1.26 -0.19
N 2.87 0.90 0.40
N -0.64 1.64 -0.51
N 1.38 -0.89 -0.25
H -1.92 -1.32 0.19
H -1.46 0.70 1.14
H 0.06 -2.28 -0.70
H -0.45 2.59 -0.25
```

Properties
Charge   +1


b) C4H4N3 | ωB97M-V/def2-TZVPD

```
11
C4H4N3 (ωB97M-V/def2-TZVPD)
C 1.91 0.12 -0.19
C 0.81 0.85 0.13
C -0.49 0.31 0.08
N -1.63 1.06 0.00
N -2.54 0.23 -0.17
N -2.28 -0.99 0.06
C -0.98 -1.09 0.08
H 2.90 0.50 0.01
H 1.85 -0.86 -0.64
H 0.89 1.88 0.46
H -0.45 -2.01 0.18
```

Properties
Structure (SMILES)   C=CC1=NN=[N+]=C1
Charge   +1


Most stable = b)


a) CH4O2S | ωB97M-V/def2-TZVPD

```
8
CH4O2S (ωB97M-V/def2-TZVPD)
O -4.70 0.98 1.61
C -3.83 0.77 0.82
O -2.65 0.22 1.15
H -3.83 1.01 -0.24
H -2.56 0.42 2.10
S 6.11 -1.06 -1.25
H 4.87 -1.17 -1.71
H 6.60 -1.17 -2.48
```

Properties
Structure (SMILES)   O=CO.S
Charge   0


b) CH4O2S | ωB97M-V/def2-TZVPD

```
8
CH4O2S (ωB97M-V/def2-TZVPD)
C -1.47 -0.05 -0.02
O 2.45 0.82 -0.35
O 1.04 -0.56 0.59
S 0.03 -1.04 -0.33
H -1.30 0.97 -0.36
H -1.70 -0.05 1.04
H -2.28 -0.50 -0.58
H 3.23 0.40 0.02
```

Properties
Charge   0


Most stable = a)